{"formula": "C5H10O2", "method": "ωB97M-V/def2-TZVPD", "elements": ["H", "C", "C", "H", "H", "C", "H", "H", "C", "H", "C", "O", "H", "H", "O", "H", "H"], "positions_angstrom": [[-0.5503, -3.2837, 1.2634], [0.2799, 0.7019, -1.0566], [0.3579, 2.2212, -0.9484], [1.2610, 0.2784, -1.3009], [-1.0232, -1.8069, -0.6886], [-0.3799, -1.4698, 0.1093], [0.4516, 0.3195, 1.0549], [1.4751, -1.4226, 1.3701], [-0.0285, -2.3538, 1.0487], [-0.4068, 0.4159, -1.8629], [-0.2109, 0.0313, 0.2150], [-1.5117, 0.5656, 0.4662], [0.6985, 2.6600, -1.8918], [1.0601, 2.5240, -0.1622], [1.0338, -2.1219, 1.8618], [-0.6222, 2.6407, -0.7051], [-1.8845, 0.1002, 1.2270]], "atomic_forces_ev_per_a": [[0.39, -0.07, -0.36], [0.07, -0.11, -0.10], [0.00, 0.04, 0.02], [-0.08, 0.07, -0.03], [-0.51, 0.09, 0.13], [-0.39, -0.16, 0.12], [-0.09, -0.17, -0.21], [0.60, 0.19, 0.54], [-0.09, 0.14, -0.33], [0.11, 0.03, 0.06], [0.25, -0.11, -0.14], [-0.14, 0.07, 0.25], [-0.04, -0.05, 0.15], [-0.09, -0.03, -0.10], [-0.23, 0.07, 0.24], [0.16, -0.06, -0.05], [0.08, 0.07, -0.19]], "lumo_energy_ev": 0.7654, "smiles": "CC[C@@H](O)/C=C\\O", "energy_ev": -9440.9807, "e_above_lowest_kj_mol": 199.0}

=====

{"formula": "C5H10O2", "method": "ωB97M-V/def2-TZVPD", "elements": ["H", "O", "H", "H", "H", "H", "C", "O", "H", "H", "H", "C", "C", "H", "C", "H", "C"], "positions_angstrom": [[-0.9700, -1.5871, -0.1122], [-3.2799, -0.2452, 0.7937], [1.3008, 1.9387, 2.4508], [1.4785, 0.1645, 1.9998], [0.0507, 2.2427, 0.4543], [-3.6182, -2.1940, 0.4572], [-1.8457, -1.7408, -0.6114], [-1.9569, -3.0125, -1.2355], [-2.8501, -3.1725, -1.7493], [2.6101, 1.3438, 1.4670], [-1.7617, -1.0285, -1.4479], [0.9043, 0.5578, -0.5461], [0.7342, 1.3953, 0.4446], [1.5020, -0.2860, -0.4798], [1.5122, 1.2170, 1.7071], [0.5345, 0.5567, -1.4986], [-2.9777, -1.3341, 0.3710]], "atomic_forces_ev_per_a": [[2.77, -0.52, 1.38], [0.86, -0.73, -0.15], [-0.51, 0.30, 1.00], [-0.34, 0.27, 0.61], [0.09, -0.12, -0.55], [-0.91, -0.86, 0.86], [-2.64, 1.25, -2.19], [-2.22, -0.95, -0.31], [2.63, 1.03, 1.73], [-0.99, 0.11, 0.20], [-0.42, 0.45, 0.48], [-0.09, 0.30, 0.54], [-0.19, 0.61, 0.77], [1.56, -1.46, 0.81], [2.11, -0.85, -1.20], [-1.65, 0.82, -2.20], [-0.09, 0.33, -1.78]], "lumo_energy_ev": 0.6705, "smiles": "O=CCO.C=CC", "energy_ev": -9439.4180, "e_above_lowest_kj_mol": 349.8}

=====

{"formula": "C5H10O2", "method": "ωB97M-V/def2-TZVPD", "elements": ["H", "C", "H", "C", "H", "O", "C", "H", "H", "C", "H", "H", "H", "H", "O", "C", "H"], "positions_angstrom": [[-1.4101, -0.9572, 0.9509], [-1.9080, 1.0900, 0.2325], [-1.4857, 1.2124, -1.0003], [2.2194, -0.4934, 0.7298], [0.9781, -0.6675, -1.5613], [0.8294, -0.5185, 0.4958], [0.5017, -0.0348, -0.7957], [2.6188, 0.5301, 0.6637], [-2.8403, -0.8735, -0.1553], [-1.8942, -0.4207, 0.1365], [2.7554, -1.1272, 0.0070], [0.9122, 0.9835, -0.9069], [2.3850, -0.8813, 1.7372], [-0.3752, 0.8962, 1.4131], [-0.9480, 1.5988, 1.0501], [-0.9989, -0.0315, -0.9995], [-1.3393, -0.3056, -1.9977]], "atomic_forces_ev_per_a": [[-0.09, 0.10, -0.08], [-0.11, -0.13, 0.04], [0.03, 0.06, -0.13], [0.26, -0.02, 0.06], [-0.08, 0.09, 0.10], [-0.03, -0.05, -0.01], [-0.03, 0.08, -0.17], [-0.07, -0.15, 0.01], [0.16, 0.09, 0.05], [-0.07, -0.10, 0.05], [-0.10, 0.10, 0.11], [-0.06, -0.12, 0.03], [0.00, 0.06, -0.15], [-0.10, 0.11, -0.03], [0.13, -0.07, 0.10], [0.09, -0.15, -0.12], [0.06, 0.09, 0.15]], "lumo_energy_ev": 0.8473, "energy_ev": -9437.8822, "e_above_lowest_kj_mol": 497.9}

=====

{"formula": "C5H10O2", "method": "ωB97M-V/def2-TZVPD", "elements": ["H", "C", "H", "H", "H", "H", "O", "H", "C", "C", "C", "H", "H", "H", "H", "O", "C"], "positions_angstrom": [[-1.6955, 0.5636, -1.3491], [1.2752, -1.3078, -0.7541], [1.8872, 0.5731, 0.0679], [0.8274, -1.6968, -1.6903], [-0.5410, -1.5956, 1.2159], [-1.2855, 2.2477, 0.3754], [1.2049, -1.9551, 0.2696], [-1.5558, -1.2439, -0.9447], [1.9914, 0.0108, -0.8638], [-1.4763, -0.2095, -0.6209], [-1.1412, 1.5158, 1.1730], [-1.9200, 1.6575, 1.9298], [3.0588, -0.1830, -1.0281], [1.6126, 0.5947, -1.7068], [-0.1775, 1.6938, 1.6632], [-0.8799, -0.7793, 1.6176], [-1.1847, 0.1140, 0.6455]], "atomic_forces_ev_per_a": [[0.03, -0.08, 0.15], [0.05, -0.13, 0.23], [0.03, -0.11, -0.11], [0.07, 0.00, 0.10], [-0.07, 0.08, 0.10], [-0.01, -0.12, 0.11], [0.08, 0.20, -0.48], [0.03, 0.13, 0.10], [0.00, 0.04, 0.05], [-0.01, -0.02, 0.10], [-0.01, 0.05, 0.00], [0.10, -0.04, -0.09], [-0.13, -0.01, 0.00], [0.04, -0.09, 0.13], [-0.13, -0.01, -0.08], [-0.01, -0.09, -0.10], [-0.07, 0.18, -0.21]], "lumo_energy_ev": 0.9403, "smiles": "C=C(C)O.CC=O", "energy_ev": -9441.1952, "e_above_lowest_kj_mol": 178.3}

=====

{"formula": "C5H10O2", "method": "ωB97M-V/def2-TZVPD", "elements": ["C", "H", "O", "H", "H", "H", "H", "H", "H", "C", "H", "H", "C", "O", "C", "C", "H"], "positions_angstrom": [[1.8305, 0.4269, -1.1681], [1.0464, -0.8072, 0.5622], [-1.0447, -1.7513, 1.1294], [2.7031, -0.2247, -1.2669], [-0.8467, 0.8167, 1.7011], [0.3455, 2.2356, 0.4308], [-1.7169, -1.8168, -0.8290], [-2.5810, -0.6739, 0.2093], [-1.0040, 0.6525, -1.2434], [0.7414, -0.0088, -0.1161], [1.3764, 0.6406, -2.1358], [-0.2569, 1.0887, 2.0886], [-1.5804, -1.0884, -0.0029], [2.1235, 1.6611, -0.5066], [-0.6324, -0.0237, -0.4781], [1.0689, 1.4163, 0.3404], [-1.5728, -2.5437, 1.2852]], "atomic_forces_ev_per_a": [[-0.05, -0.64, -0.47], [-0.02, 0.17, -0.10], [-0.16, -0.22, 0.07], [-0.08, 0.13, 0.02], [0.12, 0.13, 0.42], [0.13, -0.25, 0.14], [-0.02, 0.11, 0.15], [0.22, 0.00, 0.00], [0.10, -0.07, 0.10], [1.11, 0.83, 0.20], [0.09, -0.13, -0.02], [-0.39, -0.16, 0.05], [-0.03, 0.14, -0.46], [0.10, -0.08, -0.12], [-1.25, -0.72, -0.52], [0.01, 0.60, 0.51], [0.13, 0.16, 0.03]], "lumo_energy_ev": [0.7815, 0.4821], "energy_ev": -9436.1620, "e_above_lowest_kj_mol": 663.9}

=====

{"formula": "C5H10O2", "method": "ωB97M-V/def2-TZVPD", "elements": ["O", "H", "C", "C", "H", "C", "C", "H", "C", "H", "H", "H", "H", "H", "H", "H", "O"], "positions_angstrom": [[-0.6621, -1.1749, -1.4041], [0.3069, -1.5182, 1.0644], [-0.2121, 1.1358, 1.1116], [-0.7287, 0.1219, -0.9842], [0.5566, -2.7768, -1.0581], [0.4174, 0.3944, 0.0480], [0.9088, -1.0382, 0.2867], [1.2068, 0.9955, -0.4129], [0.6261, -1.6863, -1.0734], [-1.5556, 1.0871, 2.4764], [-1.7560, 0.3328, -0.6765], [-0.7763, 1.8610, -1.1712], [1.9634, -1.0731, 0.5755], [0.2186, 2.0545, 1.4986], [-0.8298, 2.2133, -0.4100], [1.3692, -1.3824, -1.8237], [-1.0532, 0.4536, 1.9529]], "atomic_forces_ev_per_a": [[0.04, -0.08, -0.22], [0.08, 0.03, -0.13], [0.29, 0.44, 0.89], [-0.06, -0.69, 0.31], [0.04, 0.16, 0.01], [-0.30, -0.39, -0.75], [0.16, -0.09, 0.07], [-0.12, -0.06, 0.07], [0.18, -0.12, 0.20], [0.07, -0.10, -0.02], [0.19, 0.08, -0.12], [-0.10, 0.92, 0.76], [-0.14, -0.02, -0.04], [-0.06, -0.12, -0.01], [-0.04, 0.02, -1.08], [-0.11, -0.01, 0.07], [-0.13, 0.04, 0.00]], "lumo_energy_ev": [0.6070, 0.6967], "energy_ev": -9436.7664, "e_above_lowest_kj_mol": 605.6}

=====

{"formula": "C5H10O2", "method": "ωB97M-V/def2-TZVPD", "elements": ["H", "H", "C", "H", "H", "O", "H", "C", "C", "H", "C", "O", "H", "C", "H", "H", "H"], "positions_angstrom": [[1.3016, -1.5408, 1.5306], [0.8326, -0.8753, -2.3273], [0.1844, 0.2361, 0.2880], [-1.7131, 0.5474, 1.6221], [2.1015, 0.9057, -0.4877], [1.0373, -1.4206, -1.5958], [1.8752, 1.4335, 1.1523], [0.4563, -1.2182, 0.8823], [1.3213, 1.2199, 0.1545], [-0.5067, -1.5332, 1.2903], [-1.1970, 0.8227, 0.6785], [-1.8737, -1.4957, -1.2384], [-2.1014, -0.7374, -1.7457], [0.5041, -0.9339, -0.5115], [-1.1149, 1.9089, 0.5939], [-1.9357, 0.4729, -0.1638], [0.8281, 2.2083, -0.1221]], "atomic_forces_ev_per_a": [[-0.34, 0.44, -0.86], [-0.55, 1.09, -1.53], [0.35, -0.17, 1.07], [1.07, -0.11, -0.41], [0.60, -0.11, -1.05], [0.85, -0.26, 2.66], [-1.15, -0.40, -1.33], [0.60, 0.03, 1.06], [-0.34, 2.44, 2.68], [0.24, -0.32, -0.56], [-1.33, -0.42, -2.65], [1.96, -0.67, 1.23], [-0.43, 1.01, -0.86], [-3.89, -1.81, -1.21], [-0.11, -0.07, 0.28], [1.33, 0.48, 1.61], [1.13, -1.16, -0.13]], "lumo_energy_ev": [-0.2060, -0.2080], "energy_ev": -9436.5733, "e_above_lowest_kj_mol": 624.2}

=====

{"formula": "C5H10O2P", "method": "ωB97M-V/def2-TZVPD", "elements": ["H", "H", "O", "H", "C", "C", "H", "H", "C", "H", "C", "C", "O", "H", "H", "P", "H", "H"], "positions_angstrom": [[0.1205, -1.9284, 0.6876], [1.8464, -2.0328, 0.4653], [1.7572, 0.3871, 2.4111], [-0.2278, 1.8882, -0.6187], [-0.7029, -0.2828, -1.0480], [0.6343, -0.9925, -1.1004], [-2.2131, 0.5443, 1.3545], [-1.0523, 0.1426, -2.0804], [-1.6769, 1.3586, 0.7994], [-1.4071, -0.9493, -0.6563], [-0.5658, 0.9308, -0.0939], [0.9362, -1.4177, 0.2971], [2.7575, 0.5228, 0.0982], [1.5423, -0.4267, -1.5199], [-2.5471, 1.9455, 0.2616], [1.5290, 0.1889, 0.9504], [-1.1929, 2.0320, 1.5045], [0.4623, -1.9106, -1.7122]], "atomic_forces_ev_per_a": [[-1.58, -0.57, 1.29], [-0.46, 0.02, -0.64], [-1.19, -0.19, 0.22], [-0.18, -1.45, 0.30], [0.80, 3.89, -1.44], [0.75, -1.45, -2.35], [0.68, 0.48, -0.31], [0.49, -1.14, 1.49], [-1.84, 0.25, 0.02], [-1.37, -1.09, 0.44], [2.79, 0.47, -0.42], [3.06, 0.62, 0.40], [-1.75, -0.08, 0.24], [-1.70, -0.59, 0.45], [1.48, -0.87, 0.72], [0.16, 1.08, -0.80], [-0.53, 0.16, 0.38], [0.37, 0.46, 0.01]], "lumo_energy_ev": 4.0141, "total_charge": -1, "energy_ev": -18732.1133, "e_above_lowest_kj_mol": 89.5}